An isolated molecule of C29H25N5O6, computed with ωB97M-V with the def2-TZVPD basis set.

Positions of all 65 atoms, in Å:
O (4.147, 5.071, -3.791)
N (3.257, 5.086, -2.922)
O (2.674, 6.137, -2.565)
C (2.797, 3.849, -2.239)
C (1.843, 3.996, -1.192)
C (1.271, 2.863, -0.578)
N (0.339, 3.181, 0.539)
O (-0.860, 2.946, 0.247)
O (0.687, 3.822, 1.569)
C (1.384, 1.355, -0.944)
N (-0.089, 0.786, -1.022)
C (-0.744, 1.283, -2.310)
C (-1.922, 0.348, -2.657)
C (-1.996, -0.624, -1.489)
C (-0.624, -0.668, -0.805)
C (-0.689, -1.198, 0.644)
C (-1.352, -2.578, 0.752)
C (-1.935, -3.040, 1.940)
C (-2.520, -4.313, 2.004)
C (-2.513, -5.154, 0.892)
C (-1.872, -4.719, -0.266)
C (-1.262, -3.459, -0.327)
C (-1.417, -0.152, 1.503)
C (-0.727, 0.841, 2.209)
C (-1.413, 1.877, 2.857)
C (-2.806, 1.939, 2.801)
C (-3.509, 0.934, 2.121)
C (-2.818, -0.156, 1.557)
C (0.724, -1.346, 1.171)
C (0.877, -1.595, 2.537)
C (2.135, -1.917, 3.057)
C (3.226, -2.025, 2.175)
C (3.075, -1.813, 0.814)
C (1.799, -1.559, 0.294)
C (2.520, 1.436, -1.988)
C (3.161, 2.519, -2.605)
N (3.870, 2.159, -3.723)
O (3.838, 0.822, -3.733)
N (3.026, 0.317, -2.640)
O (2.650, -0.853, -2.683)
H (1.565, 5.053, -0.884)
H (1.782, 0.657, -0.141)
H (-0.593, 1.324, -0.292)
H (0.102, 1.268, -3.005)
H (-1.093, 2.306, -2.125)
H (-1.736, -0.059, -3.676)
H (-2.881, 0.899, -2.639)
H (-2.326, -1.637, -1.767)
H (-2.737, -0.236, -0.760)
H (0.045, -1.244, -1.448)
H (-1.981, -2.406, 2.826)
H (-3.018, -4.617, 2.919)
H (-3.010, -6.127, 0.938)
H (-1.879, -5.348, -1.155)
H (-0.760, -3.180, -1.251)
H (0.365, 0.808, 2.314)
H (-0.803, 2.635, 3.360)
H (-3.300, 2.820, 3.226)
H (-4.590, 1.048, 2.008)
H (-3.410, -0.974, 1.137)
H (0.002, -1.548, 3.206)
H (2.229, -2.122, 4.129)
H (4.207, -2.306, 2.569)
H (3.903, -1.900, 0.093)
H (1.682, -1.511, -0.785)

The HOMO-LUMO gap is 6.862 eV. As for the energy relative to the best compared isomer or geometry (same formula, charge and spin): 19.0 kcal/mol. The value obtained for the HOMO energy is -7.653 eV. For the lowest unoccupied orbital energy, the calculation gives -0.8 eV. The SMILES is O=[N+]([O-])C1=CC(=[N+]([O-])[O-])[C@@H]([N@H+]2CCC[C@@H]2C(c2ccccc2)(c2ccccc2)c2ccccc2)c2c1no[n+]2[O-].